Entry 1:
C46H100CdN4O14 as an isolated structure in a non-equilibrium geometry, computed with the ωB97M-V functional and the def2-TZVPD basis.

Output
Orbital gap (spin up / spin down) = 7.31 / 3.68 eV
LUMO (spin up / spin down) = -2.60 / -6.23 eV
⟨S²⟩ = 0.754
E_HOMO (spin up / spin down) = -9.9059 / -9.9058 eV

Structure (ORCA input):
```
! wB97M-V def2-TZVPD RIJCOSX def2/J DEFGRID3
* xyz 1 2
Cd -13.4712 -1.6168 -23.2661
C -16.9889 -0.6580 -21.4299
C -15.6540 -0.8288 -22.1629
O -15.4455 -0.8607 -23.4254
O -14.6004 -0.9504 -21.5276
H -17.3523 0.1646 -22.0456
H -17.0360 -0.2531 -20.4190
H -17.5233 -1.6076 -21.4607
C -11.4454 -4.9815 -22.2221
C -12.2260 -3.7465 -22.4932
O -13.3361 -3.4431 -22.0932
O -11.7104 -2.8843 -23.2231
H -11.4539 -5.4605 -23.2011
H -11.9503 -5.7139 -21.5923
H -10.3920 -4.7545 -22.0577
C -12.2168 0.8442 -24.7691
C -12.3465 1.1547 -23.2688
O -12.2268 -0.0719 -22.5065
O -12.8996 -0.3050 -25.1272
H -11.1692 0.6789 -25.0205
H -12.5285 1.6387 -25.4471
H -13.3404 1.5099 -22.9967
H -11.5901 1.8637 -22.9322
H -11.7619 0.1060 -21.6856
H -12.7342 -0.4369 -26.0636
C -14.0362 -2.7606 -18.3758
C -14.3490 -4.2961 -18.3684
O -13.6334 -5.0525 -17.2552
O -12.9233 -2.4216 -19.1251
H -14.0066 -2.2337 -17.4221
H -14.8969 -2.2006 -18.7414
H -14.1091 -4.6930 -19.3549
H -15.4083 -4.4246 -18.1459
H -12.8532 -5.5501 -17.5107
H -13.1972 -2.5283 -20.0390
C -19.1621 -2.2090 -24.1464
C -18.5145 -2.6759 -25.4285
O -18.7051 -4.0714 -25.4938
O -20.5712 -2.3464 -24.2647
H -19.0317 -1.1805 -23.8098
H -18.7457 -2.7391 -23.2898
H -17.4607 -2.4227 -25.5446
H -19.0227 -2.1904 -26.2616
H -19.6571 -4.1929 -25.4693
H -20.9533 -2.4017 -23.3858
C -11.9217 1.5305 -17.4785
C -12.2731 2.9721 -17.8350
C -12.5322 3.0284 -19.3870
C -13.7789 2.2535 -19.9622
C -15.0490 2.8334 -19.1680
C -14.9441 2.9562 -17.6410
N -13.5688 3.5382 -17.2913
O -13.4660 3.6596 -15.9579
C -16.1065 3.9021 -17.2368
C -15.2497 1.5442 -17.0474
C -11.0954 3.8594 -17.4801
H -10.8558 1.3458 -17.6124
H -12.3001 0.7414 -18.1283
H -12.1031 1.2557 -16.4394
H -12.6412 4.0990 -19.5604
H -11.6399 2.9004 -19.9998
H -13.6180 1.1768 -19.9079
H -13.8492 2.4662 -21.0289
H -15.9157 2.2377 -19.4544
H -15.1550 3.8214 -19.6161
H -15.9416 4.8228 -17.7965
H -17.1067 3.4915 -17.3750
H -15.9850 4.0932 -16.1706
H -16.2990 1.2888 -16.8993
H -14.8470 0.7624 -17.6914
H -14.8456 1.5501 -16.0351
H -10.2056 3.6692 -18.0803
H -10.8560 3.6438 -16.4388
H -11.3516 4.9133 -17.5878
H -13.6397 4.6037 -15.9445
C -17.9395 -1.3908 -16.1360
C -19.2275 -0.6578 -16.5727
C -19.1187 -0.5900 -18.1432
C -20.4467 -0.4373 -18.8500
C -21.4590 -1.4774 -18.3207
C -21.6860 -1.5695 -16.7818
N -20.3996 -1.4326 -16.0895
O -20.4228 -1.5644 -14.7396
C -22.7225 -0.6077 -16.2702
C -22.2805 -2.9989 -16.4675
C -19.2832 0.7602 -16.0336
H -17.0663 -1.0260 -16.6769
H -18.0659 -2.4509 -16.3558
H -17.6837 -1.2229 -15.0899
H -18.4807 0.2415 -18.4428
H -18.5656 -1.4448 -18.5324
H -20.2645 -0.5214 -19.9213
H -20.7632 0.6037 -18.7848
H -21.2182 -2.4242 -18.8041
H -22.3928 -1.1787 -18.7970
H -22.4723 0.4158 -16.5494
H -23.7123 -0.7471 -16.7050
H -22.8216 -0.4190 -15.2013
H -21.4644 -3.6831 -16.6997
H -22.4575 -2.9934 -15.3920
H -23.2153 -3.2645 -16.9611
H -19.0672 1.5710 -16.7293
H -18.6656 0.9371 -15.1530
H -20.3155 0.9384 -15.7327
H -20.3036 -2.4938 -14.5308
C -17.5580 -6.5412 -19.0709
C -18.2268 -5.3454 -19.8244
C -17.1979 -4.6754 -20.8158
C -17.0124 -5.5758 -22.0965
C -18.3525 -5.8111 -22.6802
C -19.4057 -6.4718 -21.7545
N -19.4215 -5.8827 -20.3930
O -20.4369 -6.2888 -19.5863
C -20.8079 -6.2166 -22.3149
C -19.1818 -7.9817 -21.7603
C -18.5689 -4.2186 -18.7610
H -17.8732 -6.5929 -18.0287
H -16.4732 -6.6266 -19.1336
H -17.8316 -7.4873 -19.5381
H -17.4684 -3.6315 -20.9748
H -16.2042 -4.6710 -20.3679
H -16.3634 -6.4399 -21.9543
H -16.4928 -5.0507 -22.8980
H -18.1337 -6.4527 -23.5337
H -18.6875 -4.8589 -23.0915
H -20.8966 -6.4552 -23.3748
H -21.5695 -6.7858 -21.7819
H -21.1172 -5.1802 -22.1800
H -18.1517 -8.2347 -21.5095
H -19.7746 -8.4658 -20.9842
H -19.2936 -8.5679 -22.6724
H -19.3669 -3.5254 -19.0272
H -17.7302 -3.5583 -18.5407
H -18.7322 -4.6487 -17.7729
H -21.0791 -5.5840 -19.6978
C -16.1927 2.7889 -23.9669
C -16.6974 2.8305 -25.3547
C -15.7531 3.7794 -26.1205
C -15.7851 3.6886 -27.6236
C -15.4721 2.2145 -27.9741
C -16.4730 1.2052 -27.3795
N -16.5714 1.4061 -25.9325
O -17.5483 0.5560 -25.3014
C -17.8260 1.2591 -28.1195
C -15.8904 -0.1891 -27.6650
C -18.1279 3.4326 -25.4709
H -16.1896 3.7812 -23.5158
H -15.2178 2.3162 -23.8480
H -16.9209 2.3406 -23.2910
H -15.9047 4.8450 -25.9484
H -14.7143 3.5437 -25.8892
H -14.9372 4.2233 -28.0516
H -16.6972 4.0271 -28.1150
H -14.5164 1.9535 -27.5196
H -15.3787 2.0204 -29.0426
H -17.5202 1.3360 -29.1629
H -18.4632 0.3886 -27.9643
H -18.2947 2.2148 -27.8850
H -15.4504 -0.3086 -28.6550
H -15.1495 -0.4425 -26.9068
H -16.6504 -0.9551 -27.5116
H -18.8820 2.7032 -25.1752
H -18.4750 3.7453 -26.4557
H -18.2554 4.3547 -24.9039
H -16.9301 0.1601 -24.6827
*
```

Mulliken atomic charge list, values in e, 2 entries:
1. Cd 2.186
2. C 0.015

---

Entry 2:
C14H38NO19S3V2 as an isolated structure in a non-equilibrium geometry, computed with the ωB97M-V functional and the def2-TZVPD basis.

Output
Orbital gap (spin up / spin down) = 5.53 / 7.26 eV
LUMO (spin up / spin down) = -2.74 / -2.74 eV
⟨S²⟩ = 0.771
E_HOMO (spin up / spin down) = -8.2716 / -9.9946 eV

Structure (ORCA input):
```
! wB97M-V def2-TZVPD RIJCOSX def2/J DEFGRID3
* xyz 0 2
O -0.5760 -4.6729 -1.5512
V -1.5196 -3.7051 -2.3420
O -1.9434 -4.4180 -3.7621
O -5.0397 -1.6115 0.7950
V -3.7750 -2.3850 0.2594
O -3.1551 -3.2528 1.4721
C -0.1798 -0.0914 -0.3095
C -1.4445 -0.9256 -0.2647
O -2.5192 -0.5072 0.2559
O -1.4035 -2.0511 -0.6929
H 0.7661 -0.5512 -0.0229
H -0.2702 0.7356 0.3947
H -0.0584 0.3480 -1.2996
C -0.8558 3.4844 -2.0369
O -1.1340 4.0251 -0.7816
H -0.6534 2.4146 -1.9847
H -1.6452 3.7118 -2.7533
H 0.1080 3.8807 -2.3567
H -1.8449 3.5530 -0.3419
C -2.2584 2.4107 2.1910
O -2.6268 2.3441 0.8179
H -2.0778 3.4270 2.5410
H -3.0679 2.0520 2.8268
H -1.3732 1.8459 2.4835
H -2.7117 1.4280 0.5435
O -2.7758 0.6503 -4.4023
S -3.2164 -0.5865 -3.7766
O -2.2304 -1.5821 -3.2832
O -4.2587 -0.2015 -2.5585
C -5.0568 0.9651 -2.8081
C -5.8062 1.1751 -1.5279
C -4.3602 -1.4846 -4.9445
H -5.7364 0.7247 -3.6257
H -4.4514 1.8268 -3.0890
H -5.0392 1.4024 -0.7876
H -6.3869 0.2918 -1.2617
H -6.4487 2.0552 -1.5539
H -3.7987 -1.7821 -5.8302
H -5.1008 -0.7179 -5.1720
H -4.7748 -2.2660 -4.3076
O 5.6727 -0.2738 3.6107
S 5.1889 1.0832 3.7232
O 6.0030 2.2628 3.4378
O 3.8038 1.2334 2.7784
C 2.8145 0.1658 2.7304
C 1.5647 0.8920 3.2869
C 4.3996 1.3575 5.3969
H 2.9424 -0.6968 3.3843
H 2.5805 -0.2530 1.7516
H 0.7160 0.2107 3.2278
H 1.4286 1.8505 2.7859
H 1.8197 1.3562 4.2397
H 3.6372 0.6166 5.6376
H 3.9492 2.3438 5.2848
H 5.0764 1.2282 6.2414
O 3.1960 -2.4787 -0.0235
S 3.4096 -1.5877 -1.1408
O 2.5432 -1.5780 -2.3141
O 3.4263 -0.0443 -0.5141
C 3.6834 0.9725 -1.4332
C 3.4034 2.3132 -0.7480
C 5.2016 -1.8401 -1.7132
H 3.1449 0.8524 -2.3733
H 4.6939 0.8277 -1.8151
H 2.3715 2.3957 -0.4066
H 3.6650 3.1160 -1.4373
H 3.9758 2.3678 0.1780
H 5.3164 -1.4666 -2.7307
H 5.3248 -2.9203 -1.6342
H 5.8732 -1.3100 -1.0379
C 0.2179 -2.9899 2.1260
N -0.3251 -4.2731 2.6833
O -1.0974 -4.2448 3.6730
O -0.0127 -5.2515 2.0514
H 1.2587 -2.8876 2.4330
H -0.4299 -2.1801 2.4618
H 0.2633 -3.1295 1.0459
*
```

Mulliken atomic charge list, values in e, 2 entries:
1. O -0.633
2. V 1.159

---

Entry 3:
C36H28BrIrO5P2SSe as an isolated structure, computed with the ωB97M-V functional and the def2-TZVPD basis.

Output
Orbital gap (spin up / spin down) = 7.94 / 5.42 eV
LUMO (spin up / spin down) = -3.61 / -6.12 eV
⟨S²⟩ = 0.756
E_HOMO (spin up / spin down) = -11.5473 / -11.5405 eV

Structure (ORCA input):
```
! wB97M-V def2-TZVPD RIJCOSX def2/J DEFGRID3
* xyz 1 2
Ir -1.1504 -0.9110 -1.4393
O 3.6151 -1.7459 -1.0468
S 2.3217 -1.0464 -0.9048
C 2.5245 0.5476 -1.7147
C 3.7851 0.7952 -2.2238
C 4.0150 1.9385 -2.9788
C 2.9620 2.8074 -3.2427
C 1.6917 2.5431 -2.7472
C 1.4390 1.4157 -1.9668
P -0.2442 1.2441 -1.2500
C -1.3037 2.4167 -2.1630
C -2.1234 2.0180 -3.2150
C -2.8862 2.9549 -3.8977
C -2.8367 4.2936 -3.5455
C -2.0123 4.7006 -2.5035
C -1.2533 3.7708 -1.8159
C -0.1334 2.0588 0.3756
C -1.2890 2.5216 1.0106
C -1.1984 3.2400 2.1903
C 0.0435 3.5100 2.7523
C 1.1963 3.0849 2.1105
C 1.1086 2.3774 0.9199
C 2.2234 -0.5651 0.8194
C 3.3574 -0.1064 1.4640
C 3.3198 0.1167 2.8335
C 2.1465 -0.1556 3.5368
C 1.0237 -0.6399 2.8797
C 1.0496 -0.8445 1.5024
P -0.3639 -1.6593 0.6896
C -1.6946 -1.6437 1.9263
C -2.0911 -0.4265 2.4778
C -3.1320 -0.3738 3.3853
C -3.7924 -1.5406 3.7514
C -3.3829 -2.7575 3.2289
C -2.3310 -2.8141 2.3255
C 0.1568 -3.3809 0.4779
C 1.4405 -3.7927 0.8324
C 1.8241 -5.1114 0.6370
C 0.9309 -6.0233 0.0992
C -0.3527 -5.6189 -0.2438
C -0.7404 -4.3039 -0.0619
H 4.5631 0.0641 -2.0465
H 5.0020 2.1329 -3.3759
H 3.1178 3.6886 -3.8500
H 0.8932 3.2273 -2.9915
H -2.1768 0.9834 -3.5170
H -3.5206 2.6279 -4.7105
H -3.4359 5.0188 -4.0793
H -1.9625 5.7436 -2.2211
H -0.6180 4.1137 -1.0090
H -2.2617 2.3394 0.5782
H -2.1013 3.6018 2.6648
H 0.1108 4.0748 3.6726
H 2.1702 3.3187 2.5196
H 2.0196 2.1005 0.4070
H 4.2627 0.0433 0.8885
H 4.1980 0.4772 3.3515
H 2.1053 -0.0097 4.6079
H 0.1408 -0.8704 3.4614
H -1.5671 0.4813 2.2144
H -3.4297 0.5761 3.8103
H -4.6147 -1.5002 4.4531
H -3.8744 -3.6726 3.5297
H -2.0105 -3.7762 1.9504
H 2.1536 -3.1023 1.2574
H 2.8262 -5.4187 0.9026
H 1.2325 -7.0507 -0.0545
H -1.0518 -6.3281 -0.6665
H -1.7314 -3.9977 -0.3673
Br -3.1738 -0.0731 -0.6077
O -0.8877 -3.4486 -4.6292
Se -1.0271 -2.4991 -3.3818
O -1.2121 -0.8165 -3.5644
O 0.2404 -2.2703 -2.2332
O -2.2422 -2.6737 -2.2297
*
```

Mulliken atomic charge list, values in e, 2 entries:
1. Ir 2.063
2. O -0.849

---

Entry 4:
C6H9BF6N4O5S2V as an isolated structure in a non-equilibrium geometry, computed with the ωB97M-V functional and the def2-TZVPD basis.

Output
Orbital gap (spin up / spin down) = 9.18 / 9.84 eV
LUMO (spin up / spin down) = -1.10 / -0.63 eV
⟨S²⟩ = 0.772
E_HOMO (spin up / spin down) = -10.2709 / -10.4701 eV

Structure (ORCA input):
```
! wB97M-V def2-TZVPD RIJCOSX def2/J DEFGRID3
* xyz 0 2
O -2.3661 0.8714 0.1727
V -0.8616 0.7871 0.4106
B -1.0111 0.6060 3.1863
F 0.0663 0.1333 2.3538
F -1.4811 1.7470 2.4504
F -2.0478 -0.3138 3.0590
F -0.5480 0.8300 4.4420
N -0.1418 2.6873 0.1674
S -0.6170 3.9181 -0.7385
O 0.2067 4.2173 -1.8783
O -1.2862 5.0328 -0.1078
F -1.8544 3.0878 -1.3832
S 1.2924 3.3849 0.7569
O 1.1331 4.5186 1.6097
O 2.4223 3.3293 -0.1167
F 1.5797 2.2096 1.7807
C 3.4790 -1.7974 -0.2977
C 2.3982 -0.8406 -0.1284
N 1.5354 -0.1045 0.0149
H 4.0714 -1.9030 0.6139
H 4.1229 -1.4873 -1.1140
H 3.0347 -2.7922 -0.3640
C -1.5154 -1.1735 -3.9479
C -1.0903 -0.4770 -2.7944
N -0.7424 0.0737 -1.8562
H -0.9111 -2.0787 -4.0834
H -1.2945 -0.5753 -4.8365
H -2.5313 -1.5522 -4.0315
C -0.7383 -4.1945 1.2602
C -1.0061 -2.8078 0.8738
N -1.2251 -1.7379 0.5441
H -1.2835 -4.7646 0.5051
H -1.1118 -4.4104 2.2570
H 0.3228 -4.4236 1.2198
*
```

Mulliken atomic charge list, values in e, 2 entries:
1. O -0.163
2. V 1.382

---

Entry 5:
A 5-piece molecular cluster, C18H50BrN4O4 overall in a non-equilibrium geometry, computed with the ωB97M-V functional and the def2-TZVPD basis.

Output
Orbital gap (spin up / spin down) = 3.80 / 7.29 eV
LUMO (spin up / spin down) = -4.47 / -4.52 eV
⟨S²⟩ = 0.753
E_HOMO (spin up / spin down) = -8.2683 / -11.8091 eV

Structure (ORCA input):
```
! wB97M-V def2-TZVPD RIJCOSX def2/J DEFGRID3
* xyz 2 2
Br -1.0860 2.3935 1.4743
C -0.7255 -0.6269 4.0827
C 0.1811 -1.5592 3.3170
O 0.4072 -1.3934 2.1463
N 0.1839 -2.9477 3.8949
H 0.3297 -2.9473 4.8943
H -0.7517 -3.3208 3.8202
C 0.9973 -4.0406 3.1752
H -0.2017 -0.3357 4.9932
H -1.7030 -1.0158 4.3676
H -0.9411 0.3151 3.5784
H 1.1586 -4.8652 3.8695
H 1.9218 -3.4930 2.9924
H 0.4947 -4.2170 2.2242
C -4.2575 -4.5451 -0.5013
N -4.1579 -3.0654 -0.1400
C -5.0567 -2.1702 -1.0041
C -4.8056 -3.0275 1.2515
C -2.6470 -2.6886 -0.1633
C -2.3304 -1.1822 -0.0860
O -2.5915 -0.5862 1.1703
H -3.8581 -4.6586 -1.5091
H -5.2880 -4.8999 -0.4839
H -3.6800 -5.1640 0.1854
H -4.5314 -2.1148 -1.9575
H -5.3577 -1.2065 -0.5932
H -5.9142 -2.7995 -1.2423
H -4.1933 -3.7024 1.8494
H -5.8353 -3.3651 1.1337
H -4.5621 -1.9864 1.4636
H -2.1294 -3.0921 -1.0336
H -2.1336 -3.1878 0.6585
H -2.6534 -0.6756 -0.9955
H -1.2502 -1.1255 -0.2204
H -2.1034 0.2385 1.2269
C 2.3719 -0.4072 -3.7467
N 1.2060 -1.3445 -3.4328
C 0.9326 -2.2883 -4.6446
C 1.7673 -2.3835 -2.4042
C -0.0295 -0.5927 -2.9401
C 0.2891 0.5475 -1.9977
O 0.9165 0.2180 -0.8194
H 2.5397 0.1188 -2.8068
H 2.0360 0.1828 -4.5995
H 3.2659 -0.9383 -4.0734
H 0.6183 -1.6716 -5.4867
H 0.1785 -3.0305 -4.3826
H 1.8705 -2.7559 -4.9439
H 1.0486 -3.0990 -2.0045
H 2.0277 -1.6930 -1.6020
H 2.6295 -2.9622 -2.7355
H -0.6154 -1.4160 -2.5313
H -0.4616 -0.2329 -3.8738
H -0.6530 1.0714 -1.8364
H 0.8403 1.3541 -2.4811
H 0.5205 0.6508 -0.0594
C 2.3486 3.6162 1.8049
N 2.7045 4.3822 0.4513
C 3.7182 3.5022 -0.3132
C 1.4927 4.6166 -0.3907
C 3.4414 5.7648 0.7943
C 2.5414 6.9796 1.1598
O 2.0186 6.7723 2.4574
H 1.7929 2.7097 1.5651
H 1.6666 4.2034 2.4198
H 3.2067 3.3063 2.4013
H 4.5507 3.2979 0.3600
H 4.0880 3.9268 -1.2466
H 3.0721 2.6547 -0.5421
H 0.7152 5.1224 0.1817
H 1.0212 3.6351 -0.4393
H 1.5277 5.2790 -1.2557
H 4.0410 5.9560 -0.0956
H 4.1568 5.6678 1.6109
H 1.7908 7.3061 0.4400
H 3.2247 7.8288 1.1643
H 2.6525 7.2033 3.0354
*
```

Mulliken atomic charge list, values in e, 2 entries:
1. Br -0.691
2. C -1.042